No. 1
Here is C3H7NO2 in the gas phase from OMol25. Energies are from the ωB97M-V functional and the def2-TZVPD basis.

Output
**Calculated total energy**: -323.69542 Ha
**HOMO level**: -9.76 eV
**SMILES**: COCC(N)=O
**Energy above the lowest of the compared OMol25 structures with the same formula, charge and spin**: 53.7 kcal per mole
**Gap between HOMO and LUMO**: 10.599 eV

Each line ends with the Mulliken charge.
CARTESIAN COORDINATES (ANGSTROEM)
C  0.250828  -2.032008  0.589522  -0.68
O  0.539499  -0.629360  0.695732  -0.37
C  -0.546619  0.153954  0.279908  -0.22
C  -0.450953  1.568467  -0.352760  0.24
N  0.790814  1.876456  -0.873530  -0.45
O  -1.437819  2.246258  -0.555946  -0.59
H  -0.395393  -2.234615  -0.275622  0.34
H  -0.245266  -2.421468  1.492917  0.27
H  1.195519  -2.569531  0.456792  0.24
H  -1.475243  -0.184372  0.745903  0.47
H  -0.732418  0.050362  -0.856403  0.20
H  0.960740  2.871536  -0.822225  0.26
H  1.546311  1.304320  -0.524287  0.28

Forces on the atoms, in the same order (eV/Å):
0.03 0.04 -0.05
0.11 0.46 -0.27
-0.74 -0.03 -2.83
0.17 0.46 1.70
-0.02 0.03 0.54
0.42 -0.34 0.40
0.17 0.08 0.12
0.09 0.30 -0.17
-0.14 0.25 0.06
-0.04 0.93 0.11
-0.21 -2.18 0.67
0.09 -0.06 -0.38
0.07 0.08 0.09

=====

No. 2
Here is a molecular structure, C6H14N2Si from OMol25. Energies are from the ωB97M-V functional and the def2-TZVPD basis.

Output
**Calculated total energy**: -635.85139 Ha
**2S+1**: 3
**HOMO level (spin up / spin down)**: -5.81 / -9.35 eV
**⟨S²⟩**: 2.01
**Energy above the lowest of the compared OMol25 structures with the same formula, charge and spin**: 0.0 kcal per mole
**Gap between HOMO and LUMO (spin up / spin down)**: 6.766 / 7.890 eV

Each line ends with the Mulliken charge.
CARTESIAN COORDINATES (ANGSTROEM)
C  -1.160623  2.008960  -0.149646  -0.68
C  -1.797705  1.645804  -1.446922  -0.23
C  -1.137766  0.137157  0.516425  -0.09
C  0.534917  -1.973501  -0.986226  -1.05
C  0.995945  -1.500448  2.079471  -1.08
C  1.954355  0.631966  0.072794  -1.09
N  -2.303351  0.248254  -1.406062  -0.51
N  -1.975081  -0.399257  -0.436537  -0.02
Si  0.605890  -0.675244  0.407585  0.20
H  -0.140619  2.345014  -0.183557  0.30
H  -1.777685  2.553367  0.552666  0.31
H  -2.662182  2.252196  -1.719462  0.30
H  -1.090886  1.655137  -2.281686  0.24
H  -1.563539  0.126810  1.510611  0.44
H  1.442302  -2.568154  -1.029644  0.34
H  -0.304094  -2.649241  -0.834479  0.35
H  0.395243  -1.505083  -1.957169  0.31
H  0.504836  -2.462608  2.179041  0.32
H  2.064588  -1.666357  2.178353  0.31
H  0.686344  -0.881211  2.916852  0.34
H  2.909177  0.139514  -0.092037  0.34
H  1.747849  1.231831  -0.808086  0.34
H  2.072084  1.305094  0.917717  0.34

Forces on the atoms, in the same order (eV/Å):
-0.16 -3.64 1.84
-0.63 -0.22 -1.65
2.07 2.66 0.13
0.00 0.52 0.50
-0.06 0.25 -0.56
-0.41 -0.53 0.05
-0.52 1.20 -1.73
-1.01 -1.40 0.84
0.30 0.03 0.14
0.18 0.26 -0.08
-0.02 0.11 0.00
0.20 0.30 0.03
0.07 0.35 0.06
-0.14 0.09 0.38
0.22 -0.06 0.05
-0.09 -0.04 0.08
-0.03 0.12 -0.12
-0.15 -0.18 -0.01
0.22 -0.05 -0.01
-0.07 0.16 0.09
0.17 -0.10 0.01
-0.08 0.07 -0.19
-0.03 0.09 0.16

=====

No. 3
Here is a molecular structure, C6H7NO from OMol25. Energies are from the ωB97M-V functional and the def2-TZVPD basis.

Output
**Calculated total energy**: -362.67340 Ha
**HOMO level**: -9.36 eV
**Energy above the lowest of the compared OMol25 structures with the same formula, charge and spin**: 87.9 kcal per mole
**Gap between HOMO and LUMO**: 10.359 eV

Each line ends with the Mulliken charge.
CARTESIAN COORDINATES (ANGSTROEM)
C  -1.925989  0.722128  0.012618  -1.15
C  -0.474969  0.134523  0.051204  0.39
C  1.041807  -1.063573  -0.247085  -0.22
C  1.806180  -0.028746  0.287892  -0.33
C  0.820530  0.875860  0.467578  -0.61
C  0.320001  -0.251594  -1.265838  0.51
H  -2.460551  0.456539  1.052762  0.29
H  -2.552353  0.103629  -0.661238  0.29
H  -2.101470  1.868001  0.081758  0.30
H  -0.216608  -1.290760  1.598348  0.31
H  1.468720  -2.011560  -0.411994  0.54
H  2.962763  0.035229  0.227022  0.31
H  1.199100  1.862634  0.726660  0.34
N  -0.241442  -1.252320  0.513268  -0.43
O  0.354280  -0.159990  -2.432954  -0.54

Forces on the atoms, in the same order (eV/Å):
-0.88 -0.16 3.55
-1.27 2.73 -0.34
-0.06 -6.02 0.44
2.55 2.25 0.79
1.42 1.59 1.55
-1.34 -1.56 0.32
1.39 0.24 -1.84
0.49 1.00 -0.18
0.71 -1.99 -1.09
0.56 0.18 -2.29
0.85 -1.02 -0.80
-2.40 0.20 0.37
-1.40 0.42 -0.07
-0.41 1.25 0.85
-0.22 0.87 -1.27

=====

No. 4
Here is C3H4N2O2 in the gas phase from OMol25. Energies are from the ωB97M-V functional and the def2-TZVPD basis.

Output
**Calculated total energy**: -376.66201 Ha
**HOMO level**: -8.00 eV
**SMILES**: O=c1[nH]cc(O)[nH]1
**Energy above the lowest of the compared OMol25 structures with the same formula, charge and spin**: 63.9 kcal per mole
**Gap between HOMO and LUMO**: 8.272 eV

Each line ends with the Mulliken charge.
CARTESIAN COORDINATES (ANGSTROEM)
O  -2.484916  -0.756750  -0.105088  -0.66
C  -1.359253  -0.247276  -0.007449  0.28
N  -0.887925  1.089368  -0.044893  -0.03
C  0.415322  1.114085  0.012893  -0.34
C  0.981634  -0.124678  -0.015474  0.30
O  2.276959  -0.555866  -0.130420  -0.53
N  -0.235917  -0.932574  -0.108834  -0.16
H  -1.529056  1.817031  0.215286  0.24
H  1.050576  1.985577  -0.439607  0.24
H  2.319976  -1.468160  0.475084  0.39
H  -0.547399  -1.920762  0.148505  0.27

Forces on the atoms, in the same order (eV/Å):
0.88 1.30 0.94
-1.57 1.73 -1.83
-5.39 -1.07 0.30
7.25 1.91 -1.62
-2.72 -0.02 0.28
-1.20 -3.52 2.28
2.04 -4.26 1.22
0.21 0.32 -0.16
-1.43 -1.31 1.59
0.07 3.60 -2.35
1.87 1.32 -0.66

=====

No. 5
Here is 2 unconnected molecules or ions with the total composition C3H4N2O from OMol25. Energies are from the ωB97M-V functional and the def2-TZVPD basis.

Output
**Calculated total energy**: -301.36687 Ha
**HOMO level**: -8.74 eV
**Energy above the lowest of the compared OMol25 structures with the same formula, charge and spin**: 75.5 kcal per mole
**Gap between HOMO and LUMO**: 8.707 eV

Each line ends with the Mulliken charge.
CARTESIAN COORDINATES (ANGSTROEM)
C  0.818848  -0.440107  -2.168485  0.25
C  0.240983  -0.813262  -0.887422  0.32
C  -0.022080  0.725611  0.528082  -0.43
N  1.116357  0.077405  -3.148875  -0.32
N  -0.544285  0.234409  1.687709  -0.42
O  -0.231555  -1.886583  -0.609790  -0.43
H  -0.812368  1.246530  -0.047382  0.29
H  0.968600  1.353071  0.637138  0.26
H  0.033824  -0.455770  2.217525  0.24
H  -1.568324  -0.041305  1.791501  0.25

Forces on the atoms, in the same order (eV/Å):
-0.29 -0.03 0.06
-0.90 0.92 2.79
0.85 -0.04 -2.50
0.28 0.10 -0.27
-0.96 -2.12 2.04
0.65 1.08 -0.40
0.81 -0.03 0.25
-1.91 -1.62 -0.43
-0.64 1.08 -0.71
2.12 0.66 -0.82

=====

No. 6
Here is a molecular structure, C41H49ClIrN6O6S2SiTe from OMol25. Energies are from the ωB97M-V functional and the def2-TZVPD basis.

Output
**Calculated total energy**: -4289.75709 Ha
**HOMO level**: -10.33 eV
**Charge**: +1
**Energy above the lowest of the compared OMol25 structures with the same formula, charge and spin**: 34.1 kcal per mole
**Gap between HOMO and LUMO**: 6.696 eV

Each line ends with the Mulliken charge.
CARTESIAN COORDINATES (ANGSTROEM)
Ir  1.253824  0.106851  -0.781782  1.30
C  -1.224768  2.594276  -5.437021  -1.10
Si  -2.543745  2.051970  -4.249214  0.25
C  -4.084084  1.515639  -5.139478  -1.19
C  -2.952681  3.342889  -2.980360  -0.80
C  -1.825459  0.478994  -3.452641  0.73
C  -2.231400  -0.790202  -3.840112  0.23
C  -1.638554  -1.947262  -3.314193  -2.00
C  -0.597782  -1.824542  -2.425812  -0.22
N  -0.152014  -0.604010  -2.082758  -0.10
C  -0.769537  0.478863  -2.539900  -0.77
S  -0.025050  1.755454  -1.636612  -0.66
H  -1.527988  3.459236  -6.028484  0.41
H  -0.991265  1.779738  -6.124934  0.34
H  -0.307859  2.859066  -4.905832  0.27
H  -4.612957  2.385102  -5.533398  0.36
H  -4.769962  0.990627  -4.471703  0.34
H  -3.864594  0.861861  -5.984745  0.34
H  -3.131984  4.296525  -3.480411  0.46
H  -2.156293  3.498433  -2.251468  0.15
H  -3.859723  3.075146  -2.434992  0.27
H  -3.050387  -0.898617  -4.539565  0.44
H  -1.994789  -2.931107  -3.580828  0.49
H  -0.141445  -2.663125  -1.935547  0.99
O  3.472955  2.591971  1.733873  -0.68
Cl  2.320113  1.783706  1.609768  1.50
O  1.964630  1.099967  2.812933  -0.56
O  2.665800  0.691799  0.567423  -0.64
O  1.185747  2.497317  1.094524  -0.47
C  -1.707317  5.846916  5.291626  -1.66
C  -1.500462  4.569695  4.530285  0.63
C  -0.952046  3.454525  5.141820  -0.99
C  -0.738509  2.255829  4.464108  0.69
C  -0.097426  1.122034  5.224526  -1.49
C  -1.153562  2.219545  3.129221  0.08
Te  -0.883037  0.308684  2.280572  0.63
N  0.158649  -0.787797  0.717403  0.56
C  0.187329  -2.112799  1.001034  0.45
O  0.539948  -2.893104  0.116709  -0.36
C  -0.268661  -2.665589  2.314966  -0.68
C  0.331687  -2.289707  3.512844  0.90
C  -0.087312  -2.855751  4.705879  -0.84
C  -1.116127  -3.789984  4.707619  -0.50
C  -1.716072  -4.165319  3.513804  -0.74
C  -1.284962  -3.613223  2.316646  -0.82
C  -2.807413  -0.109444  1.592150  0.78
C  -3.115531  0.102388  0.250952  -0.14
C  -4.396977  -0.148109  -0.207790  -0.75
C  -5.357290  -0.615322  0.678437  -0.97
C  -5.036319  -0.822563  2.009076  -0.83
C  -3.755568  -0.574368  2.502608  0.63
C  -3.464117  -0.802792  3.960443  -1.06
C  -1.657948  3.331353  2.449060  0.97
C  -2.010510  3.323983  1.005344  -0.96
C  -1.831104  4.495212  3.181596  -0.71
H  -1.512651  5.713921  6.353924  0.36
H  -2.729867  6.205902  5.172400  0.37
H  -1.042561  6.628549  4.920207  0.34
H  -0.655304  3.512367  6.182044  0.42
H  0.457318  1.521463  6.070785  0.48
H  0.601788  0.548924  4.620819  0.08
H  -0.850364  0.431351  5.611806  0.29
H  1.180004  -1.613203  3.499457  0.55
H  0.397072  -2.577194  5.632454  0.45
H  -1.436587  -4.239063  5.638159  0.42
H  -2.514236  -4.895246  3.514276  0.45
H  -1.734935  -3.909679  1.378136  0.49
H  -2.360720  0.475737  -0.429694  0.39
H  -4.643047  0.033805  -1.246257  0.60
H  -6.360965  -0.822697  0.332835  0.41
H  -5.793536  -1.185038  2.692687  0.49
H  -4.140113  -1.548319  4.374901  0.52
H  -3.594595  0.121807  4.528760  0.31
H  -2.444000  -1.156011  4.125472  -0.18
H  -1.381344  2.647105  0.442728  -0.65
H  -1.887552  4.319079  0.579135  0.61
H  -3.050445  3.019386  0.858252  0.45
H  -2.221739  5.374134  2.681471  0.50
N  6.022188  -1.366423  -3.137186  -0.20
C  5.679256  -0.321869  -3.929853  -0.04
O  6.114404  -0.139853  -5.044455  -0.61
C  4.712616  0.636318  -3.298594  0.01
C  5.031152  1.977923  -3.170649  -0.23
C  4.147018  2.805039  -2.499781  -1.27
C  2.980671  2.270347  -1.989637  -0.12
N  2.651049  0.978400  -2.145518  0.02
C  3.509240  0.189082  -2.794452  -0.47
H  6.727739  -2.000951  -3.472383  0.22
H  5.652315  -1.468877  -2.203985  0.17
H  5.952796  2.356294  -3.592565  0.53
H  4.356801  3.853725  -2.351205  0.47
H  2.291608  2.886132  -1.431810  0.62
H  3.197233  -0.835309  -2.934814  1.04
C  5.653092  -4.081474  -0.625342  -0.95
N  4.331080  -4.232144  -1.187952  0.20
C  3.981627  -5.379556  -2.016642  -0.68
C  2.510344  -5.105067  -2.369837  -0.72
N  2.354314  -3.707454  -1.972462  0.02
C  3.383927  -3.288749  -1.215374  0.36
S  3.481452  -1.788251  -0.449982  -0.42
H  5.931543  -4.997917  -0.106401  0.32
H  5.647964  -3.256642  0.081820  0.36
H  6.391325  -3.884946  -1.407557  0.32
H  4.114244  -6.303989  -1.454787  0.39
H  4.620812  -5.420679  -2.902180  0.32
H  1.833656  -5.750451  -1.808081  0.31
H  2.311398  -5.227511  -3.432493  0.36
H  1.457466  -3.323066  -1.728277  0.04

Forces on the atoms, in the same order (eV/Å):
1.18 -2.46 -1.08
0.11 0.14 -0.06
0.12 -0.34 0.02
-0.13 0.00 -0.09
-0.01 0.09 0.17
-0.01 -0.08 -0.04
0.03 -0.22 0.15
-0.10 0.14 -0.05
-0.07 0.26 -0.18
0.34 -0.97 -0.06
-0.18 0.67 -0.02
-1.02 1.20 0.37
-0.02 0.02 -0.01
0.02 0.01 -0.03
0.02 0.00 0.00
-0.02 0.02 -0.01
-0.03 0.01 0.01
0.00 -0.02 -0.02
-0.04 0.03 0.00
0.02 0.00 -0.02
-0.02 0.00 0.03
-0.01 -0.02 -0.05
-0.02 -0.01 -0.03
-0.09 0.00 0.01
-0.12 -0.11 0.19
0.24 -0.41 -1.02
0.09 -0.04 0.22
0.04 1.40 0.98
0.12 0.17 0.10
0.02 0.02 0.00
-0.01 0.05 0.01
-0.05 -0.09 0.05
0.06 0.06 0.05
0.02 -0.08 0.00
0.47 0.62 -0.88
0.09 -2.08 0.67
-0.44 2.23 0.54
-0.22 0.07 -0.37
0.06 -0.30 -0.01
0.00 -0.03 0.07
0.33 -0.37 0.06
0.03 -0.02 -0.02
-0.03 0.00 -0.03
-0.01 -0.01 0.06
-0.04 0.11 -0.01
-0.04 0.39 -0.44
-0.10 -0.04 0.03
0.06 0.01 -0.06
-0.01 -0.01 0.03
-0.01 -0.02 0.00
-0.05 -0.08 0.00
0.06 0.06 0.02
0.06 0.15 0.37
-0.23 0.01 -0.18
-0.08 -0.02 0.02
0.01 0.00 0.00
0.00 0.00 0.00
0.00 0.00 -0.01
-0.01 0.00 0.02
-0.04 0.03 0.04
0.01 0.05 0.07
-0.02 -0.01 -0.01
-0.11 0.10 0.01
0.02 -0.02 0.01
-0.03 0.02 0.02
0.00 -0.02 0.00
0.00 -0.01 -0.02
0.04 0.01 -0.01
0.00 -0.05 -0.01
-0.02 0.02 -0.01
-0.02 -0.03 0.01
-0.04 0.01 0.00
0.01 0.01 0.02
-0.03 -0.04 0.00
0.12 -0.15 -0.12
-0.03 0.00 -0.01
0.00 0.00 0.01
-0.03 0.00 -0.01
-0.06 -0.16 0.04
-0.07 0.09 -0.15
0.17 0.02 -0.04
-0.01 0.04 0.08
-0.02 0.04 -0.05
-0.06 0.00 -0.06
0.07 -0.02 0.00
0.15 -0.09 0.57
-0.26 -0.27 -0.35
-0.02 -0.01 -0.02
0.02 0.07 0.00
0.03 0.00 0.04
0.00 0.02 0.00
0.01 -0.01 0.05
0.05 0.00 0.06
-0.04 -0.03 -0.03
0.12 0.09 0.08
-0.05 -0.02 -0.02
0.01 -0.03 0.04
0.04 0.07 -0.15
0.02 -0.04 -0.01
-0.41 0.24 0.31
0.01 0.00 0.01
0.00 0.00 0.02
0.03 -0.02 0.00
0.01 -0.01 -0.03
0.00 0.04 -0.01
-0.01 0.03 0.04
0.00 -0.03 0.01
0.02 -0.04 0.14

=====

We obtain max |F| values of 2.9; 4.1; 6.0; 7.7; 3.1; 2.9 eV Å⁻¹ for the records listed above, in that order.